The following is a quantum chemistry calculation of a cluster of 3 separate species, C3H11NO2 in total, from the Open Molecules 2025 dataset.

XYZ file:
```
17
Properties=species:S:1:pos:R:3:forces:R:3
N 0.282 -2.366 -1.209 -0.1552 -0.0185 0.1708
C -1.041 -1.691 -1.221 0.3121 0.3522 -0.0752
C -1.858 -0.362 0.762 0.1856 -0.1375 -0.4787
C -1.034 -0.537 -0.275 -0.6488 0.6164 0.5020
H 0.658 -2.333 -0.267 -0.0373 0.0215 0.0254
H 0.138 -3.348 -1.409 0.0906 -0.0508 -0.1203
H -1.174 -1.291 -2.232 -0.3356 -0.2593 -0.0341
H -1.847 -2.375 -0.933 -0.0572 0.1138 -0.2106
H -1.674 0.415 1.494 -0.2517 0.3075 -0.2769
H -2.780 -0.926 0.864 0.3332 -0.4395 0.3331
H -0.390 0.310 -0.505 0.6032 -0.5069 0.1831
H 5.165 0.041 5.405 -0.0206 0.1042 0.0356
H 5.092 -0.328 3.939 -0.0129 0.3300 0.0434
O 5.247 0.428 4.527 0.0028 -0.4277 -0.0977
H -2.222 4.379 -2.232 -0.0335 -0.0375 -0.0953
H -2.177 2.996 -2.836 -0.0755 0.2076 -0.1129
O -2.374 3.924 -3.077 0.1009 -0.1757 0.2085
```
Positions in Å, forces in eV/Å.

M, g/mol: 93.13
HOMO-LUMO gap (spin up / spin down), Eh: 0.063 / 0.343
Net charge: -1
Spin multiplicity: 2
ΔE to the lowest compared entry with this formula, charge and spin, kcal/mol: 35.27

The following is a quantum chemistry calculation of the molecule C4H10N4O, from the Open Molecules 2025 dataset.

XYZ file:
```
19
Properties=species:S:1:pos:R:3:forces:R:3
C 0.256 -0.303 2.326 0.3112 0.0017 -0.7457
C 0.541 0.287 0.926 -1.4447 0.2462 2.1383
C 1.433 -0.487 0.001 -0.4045 -0.3971 -1.6484
N 0.726 -1.735 -0.401 -1.5887 0.5097 -1.2502
C -0.293 -1.623 -1.202 0.8752 -0.7114 0.8845
N -0.939 -0.522 -1.751 0.0585 -1.1856 0.7294
O -0.218 0.589 -2.091 0.5322 1.2008 0.0015
N -0.132 1.314 0.559 0.6431 0.9459 -0.4373
N -0.920 2.092 1.470 1.6554 -1.4274 -0.7562
H 0.987 -1.043 2.635 0.2290 0.0101 -0.0923
H 0.202 0.480 3.076 0.0404 0.1411 0.0313
H -0.701 -0.833 2.310 -0.0417 0.1308 -0.0709
H 2.337 -0.853 0.483 -0.0016 0.4623 0.2609
H 1.688 0.056 -0.939 0.0239 -0.0053 1.0839
H -0.823 -2.569 -1.455 0.2568 0.6719 0.2091
H -1.573 -0.737 -2.491 -0.3036 -0.1987 -0.3218
H -0.268 1.175 -1.291 0.0644 -0.2372 -0.1937
H -1.353 2.826 0.932 -0.3818 -0.3298 0.1095
H -1.521 1.502 2.020 -0.5237 0.1720 0.0681
```
Positions in Å, forces in eV/Å.

SMILES string: C/C(C/N=C\NO)=N\N
M, g/mol: 130.15
HOMO-LUMO gap, Eh: 0.358
ΔE to the lowest compared entry with this formula, charge and spin, kcal/mol: 84.38

| no. | electronic energy (Ha) |
| --- | --- |
| 1 | -326.0440 |
| 2 | -452.5634 |